# 1
Formula: C41H42BrF6N3O3S
Source: the OMol25 dataset
Level of theory: ωB97M-V with the def2-TZVPD basis set

XYZ file:
```
97
Properties=species:S:1:pos:R:3:forces:R:3:mulliken_charge:R:1
C -1.656147 1.711886 1.656362 0.0 0.2 0.5 -0.265
C -1.772695 0.693111 2.313813 -0.1 0.3 1.2 -0.144
C -1.946082 -0.427515 3.387753 -0.7 0.5 -1.3 -0.756
C -2.036456 -1.856336 2.716266 0.5 -0.9 0.5 -0.257
C -0.676894 -2.281510 1.981102 -0.8 0.5 -0.1 -0.003
C -0.607490 -1.772419 0.490884 -0.2 1.0 -1.2 0.237
N -1.765463 -1.404001 -0.139270 3.4 -0.5 -0.6 -0.100
C -1.576049 -0.964930 -1.457680 -0.3 0.2 -0.6 -0.395
C -2.833204 -0.544972 -2.224917 1.1 1.2 -2.6 1.272
C -4.288393 -0.598366 -1.638143 0.0 -1.2 -0.5 -1.360
O -4.392995 -0.254098 -0.230719 -0.8 1.8 -0.5 -0.150
C -4.939678 0.996263 -0.037275 1.0 0.0 2.0 0.821
F -4.818654 1.278143 1.326236 -0.4 -0.4 -2.5 -0.247
F -6.297774 1.054750 -0.321099 2.3 0.3 -0.1 -0.265
F -4.219230 1.995523 -0.705886 -1.9 -1.7 0.8 -0.248
C -2.695955 -0.087444 -3.636172 2.3 -0.8 1.9 -0.652
Br -4.233398 0.463127 -4.746545 1.1 -0.5 1.1 -0.212
C -1.334352 -0.036821 -4.334838 0.4 -0.8 2.1 0.121
C -1.113196 0.394166 -5.825477 0.2 -0.1 -0.1 -1.404
C -0.309355 1.773449 -5.979287 -0.5 -0.8 0.0 -0.283
O 0.703815 1.517229 -7.011362 0.3 1.8 0.9 -0.313
C 1.819639 2.351536 -6.824606 1.9 -0.6 0.7 0.681
C 1.857219 3.897418 -7.107522 -0.2 0.2 -0.7 -0.709
O 2.850241 1.829358 -6.433632 -1.6 0.8 -0.8 -0.483
C -0.159391 -0.456720 -3.546401 -1.4 -0.4 0.6 0.730
S 1.491945 -0.429890 -4.372570 -0.8 -0.1 0.3 -0.149
C -0.223497 -0.915269 -2.077872 -1.3 1.0 -2.6 0.178
N 1.001376 -1.237934 -1.474769 -4.1 -0.7 2.9 -0.365
C 0.745960 -1.661507 -0.192588 1.0 0.1 0.4 0.073
C 2.018172 -2.117268 0.653910 -0.4 0.0 -1.3 0.033
C 2.093860 -3.703839 0.555437 1.6 0.4 0.0 -0.509
C 3.308679 -4.267416 1.439292 -1.6 -0.3 0.2 -0.857
C 2.952126 -3.976647 2.974717 -0.2 -0.8 -0.7 -0.033
N 3.626012 -2.749666 3.493476 -0.6 -0.7 -0.4 -0.687
H -1.568956 2.733072 1.208033 -0.1 -1.8 0.4 0.352
H -1.122313 -0.325221 4.151897 -0.7 -0.3 -1.0 0.318
H -2.919839 -0.261342 3.955482 1.2 0.0 -0.9 0.396
H -2.199532 -2.613286 3.555518 0.2 1.0 -1.0 -0.087
H -2.927520 -1.965152 2.029497 1.1 0.4 0.7 0.327
H -0.572233 -3.412462 1.953883 -0.2 1.3 0.2 0.270
H 0.152615 -1.855852 2.635669 -0.8 -0.6 -1.2 -0.205
H -5.039882 0.029913 -2.197322 1.2 -0.6 0.3 0.516
H -4.656058 -1.673865 -1.734511 0.5 1.3 0.3 0.312
H -0.486741 -0.425772 -6.311482 -0.6 1.2 0.6 0.415
H -2.053235 0.474303 -6.439542 0.8 -0.2 1.0 0.455
H 0.169492 1.987684 -4.974567 -0.4 0.1 -1.2 0.315
H -0.964613 2.625162 -6.340774 0.6 -1.0 0.7 0.327
H 1.088547 4.252503 -7.855068 0.6 -0.5 1.0 0.315
H 1.789054 4.523634 -6.161718 0.0 -1.0 -1.1 0.049
H 2.870549 4.124034 -7.572764 -1.2 -0.5 0.7 0.312
H 2.254334 -1.412665 -3.774355 -1.1 0.6 0.1 0.176
H 2.958686 -1.694048 0.166811 -1.3 -0.5 0.5 0.530
H 2.003875 -1.712176 1.702862 -0.2 -0.6 -1.1 -0.500
H 1.115906 -4.175572 0.859964 1.1 0.4 -0.3 0.250
H 2.340662 -3.965158 -0.518381 -0.7 0.3 1.0 0.349
H 3.336399 -5.391304 1.252096 0.2 1.4 0.3 0.333
H 4.305271 -3.818857 1.126458 -1.2 -0.5 0.4 0.409
H 1.819590 -3.843396 3.031414 1.4 -0.2 0.0 -0.054
H 3.187626 -4.907249 3.578015 0.0 1.2 -0.4 0.279
H 4.245074 -2.417633 2.748838 -0.4 0.2 0.5 0.275
H 2.888623 -2.064415 3.675274 0.7 0.0 -0.1 0.307
F 1.093855 7.097703 -3.962806 -0.1 0.1 -0.1 -0.313
C 1.850326 6.437717 -3.068884 0.4 -0.3 0.4 0.034
C 1.934570 5.058338 -3.138289 -0.1 -0.1 -0.2 0.003
C 2.720077 4.375101 -2.217914 0.0 0.2 0.1 -0.688
C 3.403710 5.079201 -1.232203 0.1 0.0 0.0 -0.160
C 3.307284 6.465235 -1.169752 -0.1 -0.2 -0.2 -0.544
C 2.530444 7.150040 -2.096802 0.0 0.2 0.0 -0.369
H 1.388086 4.526637 -3.907866 0.0 0.0 0.0 0.435
H 2.798643 3.295010 -2.268386 0.0 0.1 0.0 0.451
H 4.013017 4.545007 -0.511303 -0.1 0.0 -0.1 0.362
H 3.837267 7.012785 -0.398624 0.0 0.0 -0.1 0.359
H 2.450662 8.229985 -2.068728 0.0 0.0 0.0 0.416
F 2.239715 0.578072 3.520904 -0.1 -0.2 0.0 -0.266
C 2.797482 1.758320 3.192755 0.3 0.7 -0.2 0.469
C 2.106243 2.930498 3.446797 -0.2 -0.1 0.1 -0.405
C 2.684053 4.148805 3.112545 0.2 -0.2 -0.1 -0.521
C 3.941941 4.180253 2.518515 0.0 0.1 0.0 -0.593
C 4.624125 2.995557 2.263953 -0.2 0.1 0.1 -0.555
C 4.051304 1.776784 2.607940 0.1 -0.2 0.0 -0.266
H 1.124276 2.885511 3.902348 0.0 0.0 0.0 0.434
H 2.154759 5.072961 3.313829 0.0 -0.1 0.0 0.370
H 4.390582 5.131638 2.253895 0.0 -0.1 0.0 0.483
H 5.602401 3.020951 1.797397 -0.1 0.0 0.1 0.403
H 4.571915 0.844369 2.425114 0.0 0.0 0.0 0.422
F -1.876567 -4.974790 4.848189 0.1 0.0 0.0 -0.341
C -3.193056 -5.221147 4.727434 -0.7 -0.1 -0.1 0.256
C -3.652849 -5.938106 3.636283 0.2 -0.1 -0.2 -0.287
C -5.012681 -6.196601 3.514146 0.0 0.2 0.2 -0.441
C -5.897822 -5.726248 4.478302 -0.1 0.0 0.0 -0.437
C -5.424628 -5.002959 5.566991 0.1 -0.1 -0.2 -0.380
C -4.063826 -4.753114 5.696062 0.1 0.1 0.2 -0.318
H -2.949388 -6.289392 2.890897 0.0 0.0 0.1 0.415
H -5.382398 -6.763635 2.667681 0.1 0.1 0.0 0.367
H -6.959292 -5.924814 4.379643 0.1 0.0 0.0 0.372
H -6.115743 -4.633261 6.315714 0.1 0.0 0.0 0.367
H -3.676566 -4.198687 6.542378 0.0 0.0 -0.1 0.423
```
Positions in Å, forces in eV/Å.

Output
SMILES	C#CCCCc1nc2c(COC(F)(F)F)c(Br)c(CCOC(C)=O)c(S)c2nc1CCCCN.Fc1ccccc1.Fc1ccccc1.Fc1ccccc1
orbital gap	7.62	eV

# 2
Formula: C4H13AsI
Source: the OMol25 dataset
Level of theory: ωB97M-V with the def2-TZVPD basis set

XYZ file:
```
19
Properties=species:S:1:pos:R:3:forces:R:3:mulliken_charge:R:1
C -0.447177 -0.711938 2.047443 -0.2 0.1 0.0 -1.129
C -1.247048 0.293915 1.208846 0.2 0.0 0.1 -0.408
C -0.357715 1.035888 0.225737 -0.1 0.0 0.1 -1.121
I -1.290837 2.916861 -0.310045 0.1 0.0 0.0 -0.153
As -0.031191 -0.083057 -1.547212 0.2 -0.2 -0.2 -0.604
C 1.943282 -0.390672 -1.039484 -0.2 0.1 0.0 -1.208
H 0.502151 -0.272021 2.356139 0.1 0.0 0.1 0.279
H -0.239938 -1.620441 1.490535 0.1 0.0 -0.1 0.290
H -1.002376 -0.979629 2.948707 0.0 -0.1 0.0 0.368
H -1.741094 0.984339 1.896117 -0.1 0.0 0.0 0.431
H -2.026247 -0.221230 0.636801 -0.1 0.0 0.0 0.315
H 0.571961 1.331943 0.711168 0.1 0.1 -0.1 0.566
H -0.414507 -1.410762 -0.721567 0.0 0.0 0.0 0.046
H -1.578338 0.152826 -1.851649 0.0 0.0 0.0 0.135
H 0.355701 1.261961 -2.308964 0.0 0.0 0.0 0.074
H 0.131413 -0.948837 -2.865585 0.0 0.0 0.0 0.140
H 2.051659 -0.562292 0.033446 0.0 0.0 0.1 0.300
H 2.302476 -1.267545 -1.579673 0.0 0.0 0.0 0.393
H 2.517825 0.490692 -1.330759 0.1 0.0 0.0 0.289
```
Positions in Å, forces in eV/Å.

Output
orbital gap	6.40	eV
net charge	-1

# 3
Formula: C7H18O3Si
Source: the OMol25 dataset
Level of theory: ωB97M-V with the def2-TZVPD basis set

XYZ file:
```
29
Properties=species:S:1:pos:R:3:forces:R:3:mulliken_charge:R:1
C -3.014843 -2.195063 2.168662 0.0 -0.1 0.4 -1.185
C -1.600829 -1.566765 2.246006 -0.5 -0.6 1.9 -0.379
C -1.188556 -1.044533 0.901857 -0.5 2.6 0.8 -0.379
C 0.226079 -0.448224 1.013292 -0.5 2.4 -0.3 -0.757
Si 0.922242 0.390826 -0.488600 0.8 -0.9 0.0 0.621
O 1.129256 -0.882289 -1.553392 0.2 1.3 0.0 -0.302
C 0.987113 -0.672885 -2.936127 0.7 -0.2 -2.0 -0.704
O 2.446265 1.045686 -0.180496 -1.1 -0.5 0.6 -0.398
C 3.133400 1.615970 -1.259778 1.3 1.1 0.5 -0.599
O -0.068035 1.598939 -1.046414 0.7 -1.0 -1.0 -0.331
C -0.221227 2.721597 -0.212115 -1.3 -0.8 1.1 -0.638
H -3.188692 -2.886992 3.004925 0.1 0.0 -0.4 0.355
H -3.191188 -2.708801 1.202934 0.2 0.1 0.6 0.309
H -3.812238 -1.456549 2.273334 0.1 0.2 -0.2 0.302
H -1.572222 -0.773623 3.074573 -0.2 -0.7 -1.4 0.250
H -0.876006 -2.311605 2.655420 -0.4 0.2 -0.6 0.321
H -1.936612 -0.197118 0.705993 0.9 -1.1 -0.3 0.160
H -1.311733 -1.810477 0.148865 0.2 -0.1 -0.3 0.358
H 0.282627 0.382826 1.798425 -0.2 -1.4 -0.5 0.225
H 0.903351 -1.216100 1.247975 1.1 -1.0 0.7 0.445
H 0.791479 0.360421 -3.228347 -0.6 0.1 0.4 0.284
H 0.185534 -1.328498 -3.261149 -0.2 0.1 -0.4 0.298
H 1.867456 -0.872902 -3.650203 -0.6 -0.4 1.7 0.234
H 4.062362 1.100376 -1.513973 -0.1 -0.4 0.2 0.248
H 2.505756 1.609189 -2.106014 -0.6 0.3 -1.4 0.254
H 3.465153 2.670032 -1.053375 -0.6 -0.8 0.0 0.231
H 0.587880 2.687288 0.537856 -0.3 0.9 -0.2 0.343
H -1.208717 2.547219 0.304913 0.9 0.6 -0.1 0.196
H -0.305054 3.642055 -0.795046 0.4 -0.1 0.1 0.237
```
Positions in Å, forces in eV/Å.

Output
SMILES	CCCC[Si](OC)(OC)OC
orbital gap	11.02	eV
energy relative to the best compared isomer or geometry (same formula, charge and spin)	1.065	eV

What is the orbital gap in the second record? 6.40 eV

What is the orbital gap in the second record? 6.40 eV